1.
73
Properties=species:S:1:pos:R:3:lowdin_charge:R:1 method="wB97M-V/def2-TZVPD" homo_energy_ha=-0.3315 energy_ha=-1854.34458 smiles="CCCCNB1OB(CC(=O)N(C)C)OB(B(O)CC)O1.O=[N+]([O-])c1ccccc1.O=[N+]([O-])c1ccccc1" homo_lumo_gap_ev=8.43
C 4.52 2.43 2.37 0.001
C 3.09 -5.57 -2.46 -0.141
H 6.03 2.17 5.39 0.107
H -0.57 -0.22 3.00 0.128
O -2.84 2.76 -0.97 0.208
H 1.71 -2.26 -1.32 0.049
C -5.84 0.71 -0.28 -0.369
C 2.91 -8.33 -2.26 -0.074
H 1.04 -5.65 -3.16 0.120
H 4.57 4.12 5.85 0.108
N 2.86 4.07 1.57 -0.327
H 5.11 -5.81 -1.74 0.119
C 1.99 -1.87 -0.28 -0.129
C -8.16 1.19 -0.84 -0.092
C 3.72 3.54 2.63 -0.141
H -9.12 0.61 -1.10 0.094
H 0.18 1.22 -3.77 0.077
H 2.47 -2.76 0.27 0.076
O -1.67 3.74 0.98 0.200
N -0.75 1.78 2.30 0.095
C 5.37 2.55 4.62 -0.073
H -6.42 -1.79 -1.03 0.096
H -0.20 -1.27 -0.29 0.102
B -3.72 2.31 0.10 -0.364
H 0.85 3.50 -3.21 0.113
O 2.18 -3.50 -2.90 0.048
C 4.09 -7.69 -1.92 -0.068
H -5.91 2.71 0.77 0.124
H 0.09 0.68 -2.03 0.063
C 0.53 2.88 -2.31 -0.150
H 5.99 1.09 3.17 0.109
H 4.94 -8.26 -1.57 0.108
C 1.81 -7.60 -2.71 -0.067
H -8.17 2.12 -1.50 0.094
H 1.09 0.82 0.53 0.103
O -5.17 -0.14 0.37 0.032
H 0.90 -8.10 -2.98 0.108
H 1.50 2.58 -1.77 0.106
C 1.90 -6.21 -2.81 0.001
O 0.27 5.16 -1.06 0.036
B -0.29 3.82 -1.29 -0.239
C 3.72 4.15 3.88 0.000
C -7.31 -1.07 -1.06 -0.113
O 2.19 5.06 1.82 0.084
H 0.70 5.14 -0.17 0.078
H -5.57 2.84 -1.05 0.120
C 0.66 -1.41 0.47 -0.263
N 3.17 -4.11 -2.54 -0.340
H -0.74 1.98 3.30 0.119
H -7.87 -1.33 -2.04 0.098
C -0.61 0.33 1.99 -0.198
O 4.23 -3.59 -2.23 0.078
C 5.36 1.95 3.37 -0.065
H 3.09 5.00 4.09 0.120
H -1.47 -0.09 1.36 0.128
H 2.84 -9.41 -2.18 0.107
N -6.93 0.36 -1.16 -0.163
B -1.89 2.43 1.59 -0.528
H -1.34 1.65 -2.82 0.073
H -8.04 -1.28 -0.19 0.102
C -5.34 2.24 -0.09 0.027
H 2.77 -1.04 -0.40 0.078
H 1.59 -0.15 2.05 0.108
C 4.56 3.65 4.88 -0.067
H 4.52 1.95 1.40 0.120
C 4.19 -6.30 -2.01 -0.001
O -3.20 1.87 1.39 0.231
C -0.21 1.52 -2.74 -0.116
B -1.67 3.42 -0.45 -0.312
H 0.36 -2.26 1.17 0.109
H -8.22 1.48 0.26 0.100
C 0.79 -0.01 1.25 -0.187
O 2.86 3.50 0.49 0.081

2.
85
Properties=species:S:1:pos:R:3:lowdin_charge:R:1 method="wB97M-V/def2-TZVPD" homo_energy_ha=-0.4310 energy_ha=-3988.64187 total_charge=+1 smiles="CCOCC[N@@+]1(CCC(F)(F)C(F)(F)S(F)(F)(F)(F)F)C[C@@](O)(CCCCNC(C)=O)O[C@@]1(B(O)OCC)S(=O)(=O)C(F)(F)C(F)(F)C(F)(F)F" homo_lumo_gap_ev=7.30
C -0.11 3.48 1.34 -0.173
C 0.25 -0.57 -0.42 -0.374
F -4.20 2.26 -1.71 0.090
H -0.09 2.00 2.95 0.147
F 3.12 -2.25 1.94 0.107
C -0.90 -0.37 1.74 -0.235
C 1.82 -0.80 -0.54 -0.091
F -0.14 -3.40 2.95 0.093
H 1.64 0.91 -2.11 0.111
N 5.02 -1.07 -3.08 0.025
H -2.42 -0.53 -0.76 0.133
H 0.95 6.07 -0.32 0.081
H -3.71 -3.38 0.40 0.087
F 1.01 -3.82 0.39 0.119
F -5.31 -0.63 -4.88 -0.161
O -0.49 -1.26 0.66 -0.034
H 6.54 0.03 -0.88 0.072
H -4.01 0.06 -0.13 0.131
C -3.79 0.16 -3.08 -0.319
H 3.65 1.81 -1.56 0.110
H 4.21 0.37 -0.59 0.101
C 1.95 4.13 0.32 -0.234
F -3.37 0.78 -4.30 0.069
F 1.54 -5.48 1.95 0.138
H 4.19 -1.53 -3.49 0.117
F 1.12 -2.63 4.61 0.095
C 0.92 -2.49 3.21 -0.302
F -5.29 -1.81 -2.90 -0.188
H -2.35 0.78 3.81 0.100
O 1.70 0.19 2.66 -0.273
F -3.09 -1.07 -3.07 0.077
C 1.78 5.74 0.40 -0.072
C 4.73 0.38 -2.85 -0.215
H 2.76 6.17 0.02 0.085
H -2.28 2.42 0.02 0.158
N -1.05 1.03 1.16 -0.114
O -0.01 -0.20 4.28 -0.289
H 3.07 3.87 0.31 0.128
F 2.92 -3.84 3.50 0.106
O -0.18 -0.89 -1.77 0.015
H 5.72 0.91 -2.65 0.113
S 0.51 -0.71 2.94 0.952
H 2.15 -1.87 -0.72 0.125
H 7.52 -1.58 -0.93 0.097
O 1.33 3.51 1.49 -0.184
H -4.89 -2.18 3.09 0.147
O 4.93 -2.86 -1.61 -0.001
F -7.19 -0.61 -3.52 -0.142
C 3.78 0.67 -1.60 -0.164
H 1.08 1.23 0.38 0.153
O -2.91 0.02 3.54 0.152
H -0.46 3.63 0.27 0.126
C -3.36 1.15 -1.92 -0.305
C -4.22 -2.05 2.17 -0.197
H -0.48 4.41 1.91 0.153
F -2.11 1.72 -2.35 0.039
H -3.19 1.60 1.33 0.166
C 2.31 0.03 -1.86 -0.136
S -5.61 -0.20 -3.28 0.978
C -0.78 2.21 2.07 -0.054
O -2.80 -2.16 2.49 0.017
H 1.50 3.74 -0.66 0.112
H 4.32 0.84 -3.81 0.134
H 2.45 -0.39 0.31 0.097
C -4.62 -3.14 1.04 -0.052
F -5.96 0.04 -1.68 -0.167
B -2.22 -0.85 2.63 -0.478
F -5.99 1.34 -3.73 -0.137
H -0.16 1.70 -0.77 0.156
F 3.12 -4.47 0.74 0.107
C -2.37 1.40 0.56 -0.070
C -2.99 0.42 -0.53 -0.006
C 6.49 -1.11 -0.81 -0.006
H 6.03 -1.32 0.22 0.094
C 5.44 -1.73 -1.85 -0.428
H -5.40 -2.64 0.38 0.077
H -4.42 -1.02 1.73 0.100
C 2.20 -3.12 2.51 -0.232
H 0.15 -1.78 -2.01 0.139
H 1.57 6.08 1.47 0.093
C 1.88 -4.25 1.39 -0.348
C 0.01 0.94 0.07 -0.004
H -5.09 -4.06 1.52 0.091
H -1.73 2.64 2.55 0.157
H 2.34 -0.75 -2.70 0.117

3.
62
Properties=species:S:1:pos:R:3:nbo_charge:R:1 method="wB97M-V/def2-TZVPD" homo_energy_ha=0.0153 energy_ha=-2417.50352 total_charge=-2 relative_energy_kj_mol=0.0 homo_lumo_gap_ev=3.86
Hf -0.36 -0.67 -0.37 2.097
C -1.83 -1.36 -4.27 -0.677
H -1.17 -2.84 4.39 0.197
H -1.89 -2.21 -3.53 0.263
H 1.05 -2.94 -5.36 0.163
H -1.72 -2.84 0.61 0.269
H 3.38 -1.28 -2.97 0.197
C 1.67 1.28 3.92 -0.038
H 2.48 2.21 -2.69 0.182
C -2.75 -1.24 2.61 -0.622
C -1.24 3.78 3.66 -0.626
H -1.70 3.72 4.67 0.203
C 1.59 2.30 -3.31 -0.633
C -0.34 2.60 3.43 -0.032
H -1.57 1.75 1.80 0.229
H -2.36 1.30 -3.15 0.218
C 3.14 -0.39 -3.56 -0.616
C 0.99 0.99 -3.62 -0.089
H -2.04 3.78 2.90 0.219
H 3.56 0.47 -3.04 0.184
C 0.79 2.34 4.21 -0.274
H -2.68 -0.70 -4.08 0.189
H -1.93 -1.83 -5.28 0.160
H 3.67 -0.46 -4.52 0.167
H 0.35 -2.35 3.72 0.213
H -1.10 2.57 -2.98 0.181
H 1.89 2.81 -4.24 0.173
H 1.96 -0.45 2.60 0.215
H -3.18 -1.17 1.60 0.247
C -0.69 -2.02 3.86 -0.622
H 1.97 -2.98 -3.83 0.190
H 0.77 1.95 -0.58 0.519
H 1.09 3.07 4.97 0.184
H -0.79 -1.17 4.54 0.205
Cl -1.99 -3.15 -1.81 -0.758
O 0.47 1.02 -0.51 -1.116
H -0.17 -3.20 1.40 0.236
C -0.39 0.73 -3.76 -0.153
H 0.88 2.97 -2.81 0.179
H -1.77 2.21 -4.57 0.161
C 2.91 1.04 4.73 -0.621
C -1.23 -2.99 1.60 -0.651
H 3.60 1.89 4.71 0.202
Cl 1.44 -2.19 -0.72 -0.547
C 0.75 -1.25 -4.07 -0.134
N -0.59 -0.68 1.72 -0.919
H -1.67 -3.91 2.03 0.204
H 2.64 0.85 5.77 0.205
C 1.70 -0.22 -3.80 -0.149
H -2.75 -0.25 3.06 0.201
H -3.41 -1.84 3.22 0.184
C -0.01 0.40 2.38 0.206
H 0.21 -3.30 -3.83 0.227
Cl -2.55 0.27 -0.74 -0.575
H -0.71 4.74 3.59 0.201
C -1.34 -1.74 2.50 0.137
C -0.72 1.64 2.47 -0.200
C 1.28 0.36 2.95 -0.206
C 1.01 -2.68 -4.28 -0.628
H 3.44 0.15 4.34 0.214
C -0.56 -0.65 -4.06 -0.111
C -1.47 1.75 -3.61 -0.623

4.
80
Properties=species:S:1:pos:R:3:lowdin_charge:R:1 method="wB97M-V/def2-TZVPD" homo_energy_ha=-0.4177 energy_ha=-4299.90468 total_charge=+1 homo_lumo_gap_ev=8.56
H 0.23 -3.81 4.12 0.135
H -4.33 2.63 3.23 0.133
H 1.29 3.02 -1.36 0.099
N 6.83 -0.14 -3.72 0.157
O -1.31 -3.59 1.86 -0.205
H 3.16 1.43 -4.09 0.141
O 0.83 -4.28 0.88 -0.225
H 7.16 -1.99 -0.93 0.116
C -3.80 2.23 2.37 -0.142
O -3.60 -1.97 -0.16 -0.193
O -1.16 -5.75 0.70 -0.218
C 7.67 -1.31 -1.62 -0.107
H -2.79 -3.05 -1.75 0.140
H 9.22 1.21 1.71 0.091
C 0.88 0.04 -0.56 -0.019
C 5.72 0.55 -4.14 0.008
H -3.36 -4.00 -0.37 0.126
H 1.59 2.46 0.30 0.077
H 9.51 -1.09 -0.57 0.126
H -1.96 -2.84 3.68 0.137
C 1.73 0.90 -1.21 -0.228
C 2.48 0.43 -2.28 -0.248
H 8.20 -1.96 -2.33 0.131
Cl 4.89 -0.44 -0.57 0.925
H 3.59 2.28 -2.62 0.115
H 2.92 2.68 -0.81 0.068
H -9.27 4.83 0.07 0.137
H 2.97 -1.23 -3.54 0.121
H -5.20 -4.21 -1.94 0.140
C 8.21 0.37 0.30 -0.267
C 2.37 -0.89 -2.69 -0.080
S -1.49 1.94 1.49 0.584
N 5.47 -0.09 -2.12 -0.319
O -5.50 -0.47 0.17 -0.216
S -5.07 -1.79 0.44 0.589
S -0.37 -4.81 1.41 0.592
C -3.57 -3.14 -1.00 -0.158
C 1.88 2.34 -0.75 -0.027
O -6.75 3.96 3.22 -0.226
H 1.47 -2.79 -2.35 0.114
O -0.08 -5.41 2.87 -0.180
H -8.29 6.32 0.14 0.136
O -2.55 2.92 2.17 -0.172
C -1.73 -3.79 3.21 -0.155
O -8.35 5.24 1.89 -0.182
C 4.83 0.62 -3.13 -0.208
O -1.37 2.27 0.11 -0.217
H -5.06 -2.51 -2.43 0.136
C -0.57 -4.50 3.87 -0.153
C 8.72 -0.42 -0.92 -0.144
H -3.03 0.59 3.54 0.139
C 0.80 -1.26 -0.98 -0.063
O 9.22 0.33 1.31 -0.059
H -0.87 -5.05 4.76 0.139
H -6.78 4.75 -0.95 0.137
C 3.48 1.28 -3.05 -0.057
H 0.15 -1.96 -0.45 0.100
C -8.36 5.27 0.46 -0.160
H 0.30 0.36 0.30 0.087
H 9.17 0.30 -1.61 0.120
S -6.85 5.13 2.44 0.603
H 8.00 1.40 0.00 0.123
H -2.63 -4.41 3.20 0.138
C 1.52 -1.75 -2.04 -0.069
H 5.59 0.99 -5.12 0.147
O -0.35 1.86 2.34 -0.224
C 6.69 -0.55 -2.46 -0.260
O -5.09 -2.34 1.75 -0.218
O -6.13 4.86 1.02 -0.198
H -4.23 0.11 2.32 0.103
H 7.63 -0.31 -4.32 0.187
O -2.33 0.59 1.61 -0.192
H -4.42 2.37 1.48 0.132
C -4.95 -3.21 -1.60 -0.150
H -7.29 3.42 0.12 0.134
C -7.12 4.50 0.05 -0.165
O -5.83 -2.80 -0.54 -0.176
H 7.30 -0.05 0.75 0.081
C -3.41 0.78 2.54 -0.158
O -6.44 6.40 2.91 -0.204